1.
A 2-piece molecular cluster, Br2H4Si2 overall. Source: the Open Molecules 2025 dataset; level of theory: wB97M-V/def2-TZVPD.

Each line ends with the natural charge from an NBO analysis.
Atoms and positions in Å:
H (-0.99823, 1.33658, 1.48843)  -0.1143
Br (2.26999, -1.54232, -0.04997)  -0.2476
Si (0.99678, 0.15623, -0.52830)  0.6387
H (-0.18292, -0.70977, -2.66885)  -0.1587
Br (2.23508, 1.99606, -0.07957)  -0.2619
Si (-1.03776, 0.11977, 0.52081)  0.3495
H (-2.46278, -0.17148, 0.11282)  -0.0813
H (-0.82016, -1.18506, 1.20464)  -0.1244

Forces on the atoms, in the same order (eV/Å):
H -0.1 -1.0 -0.6
Br 0.1 -0.3 0.1
Si -0.5 0.1 -2.0
H 1.0 0.8 1.3
Br -0.6 -0.6 -0.4
Si -0.8 0.2 1.9
H 0.7 0.6 -0.7
H 0.2 0.2 0.3

The calculated total energy is -155902.9955 eV. The calculation puts the frontier orbital gap (alpha / beta) at 8.232 / 7.054 eV. The HOMO energy (alpha / beta) comes out at -0.354 / -0.305 Eh. Its energy relative to the best compared isomer or geometry (same formula, charge and spin) is 88.44 kcal per mole. The LUMO energy (alpha / beta) comes out at -1.41 / -1.25 eV.

=====

2.
Br2Ni as an isolated structure. Source: the Open Molecules 2025 dataset; level of theory: wB97M-V/def2-TZVPD.

Each line ends with the natural charge from an NBO analysis.
Atoms and positions in Å:
Ni (0.10575, -0.11809, -0.02204)  1.2423
Br (-2.01784, -1.01401, 1.23282)  -0.6347
Br (1.91210, 1.13210, -1.21078)  -0.6076

Forces on the atoms, in the same order (eV/Å):
Ni -0.5 0.3 0.1
Br 2.2 0.9 -1.3
Br -1.8 -1.3 1.2

The calculated total energy is -181127.6894 eV. The calculation puts the frontier orbital gap (alpha / beta) at 9.434 / 6.911 eV. The expectation value of S² is 2.007. The HOMO energy (alpha / beta) comes out at -0.391 / -0.386 Eh. Its energy relative to the best compared isomer or geometry (same formula, charge and spin) is 4.44 kcal per mole. The spin multiplicity is 3. The LUMO energy (alpha / beta) comes out at -1.21 / -3.59 eV.